1.
DFT (the ωB97M-V functional and the def2-TZVPD basis) results for 2 unconnected molecules or ions with the total composition C6H18NO at a distorted geometry.

```
26
Properties=species:S:1:pos:R:3:lowdin_charge:R:1
C -0.605 -1.466 1.785 0.000
C -0.822 0.057 1.478 -0.260
C -0.889 0.627 0.054 -0.169
C -1.285 -0.401 -1.014 -0.188
C -0.259 -0.668 -2.189 -0.224
C 1.155 -0.971 -1.730 -0.115
N 0.313 0.817 2.214 0.213
H -0.610 -2.086 0.905 0.067
H -1.257 -1.834 2.553 0.085
H 0.428 -1.489 2.147 0.078
H -1.749 0.306 1.977 0.141
H 0.097 1.042 -0.281 0.064
H -1.562 1.487 -0.045 0.128
H -1.455 -1.385 -0.594 0.083
H -2.258 -0.097 -1.411 0.114
H -0.332 0.266 -2.778 0.113
H -0.538 -1.572 -2.734 0.109
H 1.896 -1.056 -2.520 0.078
H 1.400 -0.195 -0.980 0.042
H 1.283 -1.904 -1.155 0.080
H 0.342 1.738 1.755 0.153
H 1.226 0.375 2.152 0.162
H 0.036 1.111 3.153 0.174
H 2.506 2.390 -0.530 0.053
H 1.379 2.548 -1.570 0.069
O 1.561 2.361 -0.642 -0.051
```

Values from the calculation:
Highest occupied orbital energy ... -14.183 eV
Net charge ... +1
Maximum force ... 2.471 eV/Å
2S+1 ... 1
Energy relative to the best compared isomer or geometry (same formula, charge and spin) ... 124.24 kJ/mol



2.
DFT (the ωB97M-V functional and the def2-TZVPD basis) results for a molecular structure, C6H18NbO at a distorted geometry.

```
26
Properties=species:S:1:pos:R:3:lowdin_charge:R:1
C 3.006 -0.077 -0.009 -0.093
C 1.555 0.159 -0.386 -0.397
C 1.080 1.490 0.173 -0.078
C 0.712 -1.073 0.015 -0.353
C 0.537 -1.989 -1.181 -0.076
C -0.642 -0.774 0.615 -0.362
O -1.528 -0.211 -0.337 -0.529
Nb -3.068 0.934 0.301 0.791
H 3.653 0.680 -0.434 0.068
H 3.113 -0.045 1.070 0.079
H 3.350 -1.047 -0.347 0.067
H 1.511 0.225 -1.468 0.127
H 0.299 1.925 -0.430 0.055
H 0.700 1.397 1.180 0.069
H 1.902 2.195 0.204 0.068
H 1.272 -1.639 0.757 0.131
H 0.009 -2.896 -0.914 0.076
H 1.499 -2.259 -1.600 0.070
H -0.039 -1.482 -1.943 0.076
H -0.558 -0.142 1.490 0.059
H -1.064 -1.713 0.968 0.110
H -2.173 2.537 0.425 -0.175
H -3.542 1.417 -1.428 -0.188
H -4.380 -0.369 0.411 -0.184
H -2.735 0.761 2.124 -0.173
H -4.470 1.998 0.742 -0.239
```

Values from the calculation:
Highest occupied orbital energy ... -4.785 eV
Net charge ... -1
Maximum force ... 3.106 eV/Å
2S+1 ... 1
Energy relative to the best compared isomer or geometry (same formula, charge and spin) ... 47.55 kJ/mol



3.
DFT (the ωB97M-V functional and the def2-TZVPD basis) results for 3 unconnected molecules or ions with the total composition C6H18O3.

```
27
Properties=species:S:1:pos:R:3:lowdin_charge:R:1
C -6.381 1.364 13.039 -0.083
C -6.021 2.276 14.205 -0.326
O -4.638 2.115 14.477 -0.083
H -6.958 0.501 13.383 0.067
H -5.477 0.936 12.611 0.074
H -6.995 1.877 12.301 0.067
H -6.589 1.961 15.088 0.109
H -6.271 3.314 13.967 0.093
H -4.423 2.587 15.289 0.044
C -3.188 5.853 17.628 -0.089
C -3.518 4.735 16.664 -0.318
O -4.441 3.809 17.240 -0.103
H -2.912 5.421 18.592 0.078
H -4.060 6.487 17.805 0.065
H -2.355 6.470 17.288 0.073
H -2.609 4.166 16.469 0.114
H -3.939 5.115 15.728 0.108
H -5.276 4.270 17.403 0.033
C -7.451 5.695 15.869 -0.077
C -7.823 5.244 17.256 -0.294
O -6.653 5.374 18.082 -0.096
H -7.080 6.722 15.946 0.084
H -8.318 5.694 15.214 0.082
H -6.628 5.104 15.469 0.053
H -8.151 4.198 17.252 0.114
H -8.646 5.850 17.643 0.112
H -6.894 5.161 18.987 0.100
```

Values from the calculation:
SMILES ... CCO.CCO.CCO
Highest occupied orbital energy ... -9.829 eV
Maximum force ... 0.724 eV/Å
2S+1 ... 1
Energy relative to the best compared isomer or geometry (same formula, charge and spin) ... 54.58 kJ/mol



4.
DFT (the ωB97M-V functional and the def2-TZVPD basis) results for a molecular structure, C6H18O3S3 at a distorted geometry.

```
30
Properties=species:S:1:pos:R:3:lowdin_charge:R:1
C -1.930 -0.560 -2.801 -0.259
S -1.429 0.903 -3.749 0.840
O -0.553 1.788 -2.900 -0.566
C -3.046 1.719 -3.722 -0.248
H -2.907 -0.871 -3.171 0.055
H -2.012 -0.146 -1.796 -0.009
H -1.315 -1.456 -2.899 0.064
H -2.921 2.794 -3.853 0.062
H -3.417 1.460 -2.730 0.045
H -3.619 1.205 -4.494 0.050
C -0.239 -0.897 1.672 -0.345
S -0.700 0.886 1.563 0.900
O 0.648 1.560 1.858 -0.601
C -0.844 1.062 -0.249 -0.276
H 0.082 -0.995 2.709 0.002
H 0.595 -1.244 1.062 -0.064
H -1.142 -1.452 1.418 0.058
H 0.091 0.671 -0.652 0.067
H -0.912 2.094 -0.592 0.058
H -1.731 0.544 -0.615 0.009
C 3.319 0.335 1.923 -0.193
S 2.310 -1.162 1.501 0.842
O 3.259 -2.130 0.858 -0.545
C 2.076 -1.912 3.140 -0.224
H 2.678 1.210 1.812 0.014
H 4.175 0.548 1.282 0.059
H 3.690 0.130 2.928 0.041
H 2.843 -1.725 3.891 0.065
H 1.729 -2.935 2.994 0.075
H 1.223 -1.423 3.608 0.026
```

Values from the calculation:
Highest occupied orbital energy ... -8.099 eV
Maximum force ... 6.218 eV/Å
2S+1 ... 1
Energy relative to the best compared isomer or geometry (same formula, charge and spin) ... 269.72 kJ/mol



5.
DFT (the ωB97M-V functional and the def2-TZVPD basis) results for a molecular structure, C6H18O3S3Tl at a distorted geometry.

```
31
Properties=species:S:1:pos:R:3:lowdin_charge:R:1
Tl 0.620 0.593 0.872 1.269
C -4.043 0.684 1.554 -0.198
S -3.365 -0.195 0.152 1.000
O -1.902 0.126 -0.017 -0.639
C -3.552 -1.889 0.732 -0.179
H -3.424 0.606 2.452 0.087
H -5.031 0.286 1.807 0.093
H -4.230 1.744 1.370 0.083
H -4.594 -2.210 0.755 0.094
H -3.105 -1.913 1.728 0.081
H -3.042 -2.579 0.058 0.081
C 0.784 2.964 -3.821 -0.163
S -0.186 1.824 -2.804 1.007
O 0.141 2.184 -1.370 -0.569
C -1.880 2.442 -3.206 -0.143
H 0.644 3.967 -3.416 0.091
H 0.354 2.867 -4.819 0.087
H 1.847 2.732 -3.793 0.085
H -1.791 3.528 -3.161 0.085
H -2.667 2.038 -2.581 0.063
H -2.053 2.154 -4.246 0.085
C 5.104 -1.833 1.351 -0.185
S 4.015 -1.340 2.715 1.057
O 2.967 -0.406 2.166 -0.600
C 3.179 -2.947 3.016 -0.159
H 4.608 -1.997 0.398 0.085
H 5.658 -2.689 1.748 0.085
H 5.884 -1.082 1.191 0.082
H 2.244 -2.762 3.541 0.073
H 3.901 -3.532 3.582 0.083
H 2.913 -3.363 2.045 0.079
```

Values from the calculation:
Highest occupied orbital energy ... -18.116 eV
Net charge ... +3
Maximum force ... 2.164 eV/Å
2S+1 ... 1



6.
DFT (the ωB97M-V functional and the def2-TZVPD basis) results for 3 unconnected molecules or ions with the total composition C6H18O6 at a distorted geometry.

```
30
Properties=species:S:1:pos:R:3:lowdin_charge:R:1
O 1.046 0.592 0.789 -0.064
C 0.527 0.205 -0.471 -0.258
C -0.869 -0.610 -0.382 -0.188
O -0.352 -1.878 0.042 -0.086
H 1.969 0.830 0.675 0.085
H 0.298 1.107 -1.039 0.097
H 1.150 -0.368 -1.158 0.111
H -1.384 -0.592 -1.342 0.114
H -1.381 -0.043 0.396 0.108
H -0.230 -1.795 0.990 0.079
O 6.023 -2.574 1.308 -0.053
C 4.999 -2.617 2.219 -0.261
C 5.351 -1.686 3.441 -0.273
O 5.643 -0.419 2.989 -0.049
H 6.261 -1.664 1.116 0.085
H 4.080 -2.256 1.760 0.110
H 4.861 -3.644 2.558 0.120
H 6.234 -2.133 3.897 0.112
H 4.552 -1.795 4.174 0.113
H 5.742 0.169 3.741 0.096
O -5.582 3.089 -1.423 -0.042
C -5.718 1.913 -2.083 -0.330
C -5.398 1.792 -3.537 -0.221
O -4.110 2.384 -3.675 -0.061
H -5.953 3.052 -0.539 0.104
H -5.392 1.082 -1.458 0.122
H -6.795 1.768 -1.998 0.115
H -6.128 2.191 -4.242 0.122
H -5.267 0.711 -3.589 0.123
H -4.177 3.189 -3.158 0.069
```

Values from the calculation:
SMILES ... OCCO.OCCO.OCCO
Highest occupied orbital energy ... -9.635 eV
Maximum force ... 4.937 eV/Å
2S+1 ... 1
Energy relative to the best compared isomer or geometry (same formula, charge and spin) ... 345.02 kJ/mol



Question: Which formula does entry 3 have?
Answer: C6H18O3



Question: Look up the 2S+1 of the second one.
Answer: 1